No. 1
A structure of composition C21H27AsF6N2O10P2SV at a distorted geometry. Source: OMol25; level of theory: wB97M-V/def2-TZVPD.

Results
LUMO level (spin up / spin down)	-1.0800 / -3.6930	eV
ΔE to the lowest compared entry with this formula, charge and spin	1.973	eV
Kohn-Sham gap (spin up / spin down)	0.2586 / 0.1685	hartree
HOMO energy (spin up / spin down)	-8.1 / -8.3	eV
maximum force	0.03225	hartree/bohr

```
! wB97M-V def2-TZVPD RIJCOSX def2/J DEFGRID3
* xyz 0 4
V -0.3688 0.1879 0.7270
N -0.8452 2.9194 4.0323
C 0.3144 2.9948 3.0609
C 1.1200 4.2580 3.3020
P 1.2562 1.4165 3.5048
O 2.7797 1.8056 3.1973
O 0.9884 1.3285 4.9637
O 0.8570 0.3466 2.5333
P -0.3518 2.7441 1.3966
O -0.9175 4.1397 0.9695
O 0.7075 2.1596 0.4857
O -1.4324 1.6909 1.6128
H -0.4364 2.4273 4.8651
H -1.5743 2.3196 3.6227
H -1.2330 3.8335 4.2559
H 1.5676 4.2496 4.2972
H 0.4982 5.1480 3.1830
H 1.9290 4.3146 2.5766
H 3.0660 1.3220 2.4121
H -1.2130 4.1276 0.0304
O -1.0967 -1.7545 1.9520
C -0.1122 -2.2336 1.3878
O 0.5726 -1.4672 0.5858
C 0.3586 -3.6280 1.5512
C 1.4702 -4.0858 0.8605
C 1.9211 -5.3996 1.0058
C 1.2090 -6.2035 1.8600
O 1.4458 -7.5086 2.1758
C 0.3967 -7.9001 3.0653
O -0.4054 -6.7536 3.3310
C 0.0971 -5.7463 2.5503
C -0.3585 -4.4649 2.4212
H 1.9838 -3.4081 0.1938
H 2.7847 -5.7713 0.4729
H 0.8329 -8.2628 3.9966
H -0.2122 -8.6699 2.5859
H -1.2231 -4.0917 2.9513
S 3.1064 -0.2724 0.0208
C 3.3601 0.7950 -1.2852
N 2.7932 2.0311 -1.2373
C 2.9641 2.9369 -2.1896
C 3.7652 2.6568 -3.2885
C 4.3461 1.4116 -3.3909
C 4.1404 0.4715 -2.3904
H 2.0774 2.2058 -0.5070
H 2.4137 3.8585 -2.0749
H 3.8778 3.4058 -4.0573
H 4.9477 1.1571 -4.2532
H 4.5701 -0.5174 -2.4429
C -2.7833 -0.9041 -3.9533
C -3.5148 -0.6219 -2.6341
C -4.4102 0.6152 -2.7934
C -4.3678 -1.8346 -2.2415
C -2.5218 -0.3618 -1.5803
C -1.7056 -0.1362 -0.7086
H -3.5117 -1.0966 -4.7447
H -2.1381 -1.7786 -3.8551
H -2.1706 -0.0497 -4.2398
H -5.1426 0.4407 -3.5858
H -3.8150 1.4887 -3.0509
H -4.9450 0.8228 -1.8656
H -5.1202 -2.0247 -3.0108
H -4.8761 -1.6573 -1.2932
H -3.7475 -2.7253 -2.1338
F 0.2937 1.9179 -2.2120
As -0.5894 3.3193 -2.7737
F 0.3788 4.3137 -1.6803
F -1.7185 3.1495 -1.4383
F -1.4135 4.7353 -3.2983
F -1.5485 2.3278 -3.7897
F 0.6293 3.5352 -3.9967
*
```

No. 2
The ion C7H12N3 with charge +1 at a distorted geometry. Source: OMol25; level of theory: wB97M-V/def2-TZVPD.

Results
LUMO level	-3.4215	eV
ΔE to the lowest compared entry with this formula, charge and spin	3.435	eV
SMILES	C[NH2+][C@H]1C[C@@H]1c1cnc[nH]1
Kohn-Sham gap	0.3175	hartree
HOMO energy	-12.1	eV
maximum force	0.06575	hartree/bohr

```
! wB97M-V def2-TZVPD RIJCOSX def2/J DEFGRID3
* xyz 1 1
C -2.6905 -1.2548 0.5648
N -2.4340 -0.0355 -0.1731
C -0.9323 0.0948 -0.5766
C -0.4095 1.4422 -0.5971
C 0.1313 0.4845 0.4549
C 1.5338 -0.0117 0.2326
C 2.0067 -0.9481 -0.6130
N 3.3959 -0.9302 -0.5624
C 3.7394 0.0786 0.2038
N 2.5969 0.6912 0.6868
H -2.2582 -2.1248 0.0921
H -2.2525 -1.0556 1.5782
H -3.7826 -1.2714 0.7594
H -2.8308 0.7402 0.3810
H -2.6614 0.0432 -1.1747
H -0.8058 -0.4350 -1.5059
H -1.0746 2.2464 -0.4702
H 0.2956 1.6141 -1.3664
H -0.2864 0.3138 1.4362
H 1.4583 -1.8355 -0.9367
H 4.6802 0.5804 0.2642
H 2.5803 1.5730 1.3221
*
```

No. 3
A structure of composition C20H59AsF6O9 at a distorted geometry. Source: OMol25; level of theory: wB97M-V/def2-TZVPD.

Results
LUMO level (spin up / spin down)	1.6984 / 2.1042	eV
ΔE to the lowest compared entry with this formula, charge and spin	0.000	eV
Kohn-Sham gap (spin up / spin down)	0.0946 / 0.3308	hartree
HOMO energy (spin up / spin down)	-0.9 / -6.9	eV
maximum force	0.06768	hartree/bohr

```
! wB97M-V def2-TZVPD RIJCOSX def2/J DEFGRID3
* xyz -1 2
O 1.2377 -1.2103 4.1061
H 1.8407 -0.8314 4.7498
H 1.5440 -1.1087 3.2020
H 1.2308 -2.1646 4.2103
As 0.0484 0.4884 -0.0847
F 0.8940 2.0565 -0.1285
F 0.2562 0.5107 1.7342
F -0.8743 -1.0315 0.0612
F -0.1857 0.4371 -1.8600
F 1.6089 -0.4205 -0.2649
F -1.4791 1.3742 0.1907
C -0.2640 -3.7773 -2.9219
C -1.6263 -3.7612 -2.2713
O -1.4426 -3.9489 -0.8793
H 0.4523 -3.0984 -2.4593
H -0.4036 -3.3617 -3.9199
H 0.2252 -4.7500 -2.8695
H -2.2809 -4.5231 -2.6946
H -2.2050 -2.8392 -2.2154
H -1.4165 -3.0378 -0.5780
C 4.2104 1.3396 0.9128
C 3.8726 1.4779 2.4105
O 2.8568 0.6230 2.6422
H 3.4864 1.9734 0.4006
H 4.2356 0.2916 0.6142
H 5.1699 1.7886 0.6561
H 3.6287 2.5258 2.5849
H 4.5717 1.1673 3.1870
H 2.0885 0.8423 2.1100
C 2.0739 -4.3134 2.0807
C 1.7845 -3.2930 0.9888
O 2.0125 -2.0368 1.5855
H 1.2306 -4.1672 2.7558
H 2.9588 -3.9930 2.6306
H 2.1495 -5.3512 1.7561
H 0.7653 -3.3229 0.6036
H 2.4185 -3.4175 0.1110
H 1.8731 -1.3322 0.9485
C -2.4763 0.2677 -4.1490
C -3.3562 1.3701 -3.5763
O -3.4558 2.3004 -4.6229
H -2.6826 -0.0076 -5.1833
H -2.5544 -0.6176 -3.5180
H -1.4876 0.6470 -4.4074
H -2.9941 1.7275 -2.6124
H -4.3272 0.9094 -3.3942
H -4.3556 2.6034 -4.7649
C -2.4400 4.2395 3.6162
C -1.4899 3.2034 3.0112
C -0.5795 2.5345 4.0806
O -2.2040 2.1817 2.4391
H -2.8803 4.9056 2.8742
H -1.7955 4.8860 4.2119
H -3.2004 3.7252 4.2039
H -0.8964 3.7339 2.2667
H -0.0621 3.3397 4.6023
H 0.1103 1.7969 3.6706
H -1.2006 2.0220 4.8153
H -1.6005 1.9296 1.7364
C -2.0861 5.0573 -2.9555
C -0.6606 4.8203 -3.3664
C 0.3303 4.6737 -2.2119
O -0.5989 3.8707 -4.3969
H -2.8060 5.0002 -3.7720
H -2.2770 6.0409 -2.5264
H -2.4385 4.2117 -2.3650
H -0.3236 5.7710 -3.7796
H -0.1802 4.0167 -1.5077
H 0.4772 5.6602 -1.7724
H 1.2386 4.1803 -2.5576
H -1.4155 3.3726 -4.3160
C -2.4671 -1.5375 2.8153
C -3.0404 -1.0853 4.1711
C -3.2242 -2.3392 5.0804
O -2.3429 -0.0935 4.8636
H -2.7387 -0.7558 2.1059
H -2.8473 -2.5018 2.4781
H -1.3800 -1.5792 2.7486
H -4.0032 -0.6698 3.8735
H -3.3476 -2.0586 6.1264
H -2.4377 -3.0753 4.9138
H -4.1153 -2.9340 4.8795
H -2.2584 0.5712 4.1761
C 4.2656 -1.8080 -4.1817
C 3.1778 -2.4808 -3.3546
C 3.0831 -4.0046 -3.5191
O 3.4381 -2.2980 -1.9935
H 4.3243 -0.7202 -4.2179
H 4.1808 -2.1388 -5.2168
H 5.2621 -2.0792 -3.8330
H 2.2023 -2.0103 -3.4775
H 2.5395 -4.3688 -2.6474
H 4.0699 -4.4672 -3.5291
H 2.6542 -4.2814 -4.4822
H 3.1266 -1.4624 -1.6381
*
```

No. 4
A structure of composition C41H32NO6PtS at a distorted geometry. Source: OMol25; level of theory: wB97M-V/def2-TZVPD.

Results
LUMO level (spin up / spin down)	0.8274 / 0.7727	eV
Kohn-Sham gap (spin up / spin down)	0.2254 / 0.2228	hartree
HOMO energy (spin up / spin down)	-5.3 / -5.3	eV
maximum force	0.07493	hartree/bohr

```
! wB97M-V def2-TZVPD RIJCOSX def2/J DEFGRID3
* xyz -1 1
Pt 0.1021 -0.1905 -1.1959
O 1.7321 -0.3542 0.2829
C 2.1249 -1.5603 0.7414
C 1.2325 -2.7483 0.2144
C -0.1476 -2.6322 0.7485
C -0.5984 -3.4316 1.8001
C -1.8894 -3.2631 2.2687
C -2.7011 -2.3031 1.6875
C -2.1896 -1.5332 0.6450
C -2.9517 -0.4417 -0.0054
C -2.3470 0.9542 0.4423
O -0.9916 0.9493 0.4234
C -2.8012 1.1865 1.8936
C -2.0628 0.6040 2.9176
C -2.4300 0.7859 4.2373
C -3.5365 1.5580 4.5504
C -4.2675 2.1538 3.5382
C -3.9058 1.9657 2.2150
C -2.8701 2.0826 -0.4502
C -3.8219 1.9357 -1.4476
C -4.2029 3.0229 -2.2169
C -3.6424 4.2673 -2.0018
C -2.6712 4.4179 -1.0253
C -2.2870 3.3335 -0.2609
N -0.9466 -1.7181 0.2050
C 2.0677 -1.5893 2.2760
C 2.6511 -2.6066 3.0187
C 2.5936 -2.5772 4.4010
C 1.9502 -1.5360 5.0497
C 1.3782 -0.5138 4.3106
C 1.4375 -0.5398 2.9294
C 3.5946 -1.7570 0.3418
C 4.0662 -2.7684 -0.4786
C 5.4181 -2.8503 -0.7738
C 6.3070 -1.9207 -0.2677
C 5.8321 -0.8811 0.5134
C 4.4870 -0.7998 0.8129
H 1.2151 -2.6552 -0.8754
H 1.6680 -3.7016 0.5156
H 0.0506 -4.1814 2.2250
H -2.2550 -3.8677 3.0879
H -3.7184 -2.1560 2.0174
H -2.8004 -0.5044 -1.0843
H -4.0126 -0.4875 0.2437
H -1.1874 0.0249 2.6669
H -1.8534 0.3256 5.0291
H -3.8316 1.6957 5.5810
H -5.1222 2.7704 3.7837
H -4.4804 2.4378 1.4317
H -4.2803 0.9788 -1.6400
H -4.9406 2.8961 -2.9972
H -3.9526 5.1153 -2.5982
H -2.2029 5.3804 -0.8693
H -1.5150 3.4307 0.4872
H 3.1719 -3.4138 2.5219
H 3.0555 -3.3698 4.9763
H 1.9068 -1.5189 6.1310
H 0.8847 0.3085 4.8105
H 1.0200 0.2491 2.3192
H 3.3959 -3.4954 -0.9082
H 5.7793 -3.6454 -1.4117
H 7.3640 -1.9979 -0.4865
H 6.5124 -0.1278 0.8862
H 4.1047 0.0179 1.4036
O 3.5820 0.1637 -3.9498
C 2.4543 0.3857 -3.5226
O 1.9234 -0.1966 -2.5395
C 1.6277 1.4158 -4.2950
C 1.9500 1.5727 -5.6362
C 1.2652 2.4570 -6.4470
C 0.2311 3.2063 -5.9021
C -0.0898 3.0780 -4.5681
C 0.6038 2.1891 -3.7352
S 0.2115 2.2239 -2.0376
H 2.7723 0.9839 -6.0156
H 1.5332 2.5655 -7.4896
H -0.3111 3.9103 -6.5186
H -0.8830 3.6665 -4.1330
O -1.4186 -0.5101 -3.0536
C -1.1323 -1.7114 -3.2016
O -0.3767 -2.3756 -2.4900
H -1.6323 -2.2361 -4.0521
*
```